86
Properties=species:S:1:pos:R:3:forces:R:3 method="wB97M-V/def2-TZVPD" multiplicity=5 e_lumo_ev="0.3 / -1.9" s_squared=6.034 total_energy_ha=-2641.65272
Ir 0.489660 0.054118 -0.645259 -1.0 0.0 1.6
P 2.748357 0.456603 -0.074759 -0.5 1.1 1.2
P -1.490351 0.123735 -1.884333 -1.0 1.2 0.2
Si -0.593034 0.075164 1.390254 -0.3 -0.2 1.0
O 1.117991 -2.526080 -5.337271 1.8 -0.3 1.0
O 0.539924 0.685733 -6.814646 0.2 0.3 0.1
N 0.806797 2.007020 -1.487748 -1.2 -1.3 -1.7
C -3.182197 0.575354 -1.342074 -0.3 -0.3 0.2
C -4.634860 -0.685118 1.995152 0.0 0.1 0.1
C -0.622302 -2.922125 -0.563319 0.0 -0.9 0.2
C 0.507856 -2.128397 -0.683677 0.6 0.3 -2.2
C 2.617999 2.283916 0.150920 -0.1 0.4 -0.5
C 1.710437 2.843599 -0.942451 1.7 0.3 0.9
C 0.561698 -0.734634 2.634031 -0.1 0.4 0.3
C -0.025515 2.406631 -2.535933 0.8 2.1 1.3
C -1.632196 4.388172 2.894231 0.2 0.3 -0.5
C -1.482530 1.992442 3.220941 0.1 0.9 -0.1
C -3.501134 -2.769396 2.387837 0.0 0.1 -0.1
C -0.493818 -4.320615 -0.480807 -0.2 0.4 -0.2
C -0.979569 2.946020 1.065565 0.1 0.7 0.0
C 1.618781 -2.716567 3.572773 -0.1 0.1 -0.2
C 0.960753 -2.073649 2.521702 0.1 -0.2 0.3
C -1.221854 4.233947 1.564805 -0.3 -0.5 0.4
C -2.285261 -2.169586 2.046801 -0.4 -0.2 0.1
C -1.782880 3.270780 3.702392 -0.1 -0.6 0.4
C 0.953664 -0.013568 3.765487 0.2 -0.5 0.5
C -1.170057 1.668244 -2.733799 0.2 -0.7 -1.6
C -1.015087 1.836712 1.905522 -0.3 -0.3 0.4
C -4.686004 -2.030031 2.363469 0.2 0.1 0.0
C 1.837432 4.158251 -1.387975 -0.7 0.0 -1.0
C -3.414854 -0.079540 1.697216 -0.3 -0.3 0.0
C 0.143496 3.731815 -3.036724 -2.1 -2.7 -1.5
C 3.575450 -0.262547 1.358887 0.6 -0.3 0.3
C 1.573276 -0.670816 4.833451 0.2 0.2 -0.1
C 1.054237 4.596504 -2.463350 2.6 2.0 1.9
C 1.709304 -2.746738 -1.051560 -0.6 -1.2 0.9
C -1.859002 -1.194440 -3.096373 0.3 -0.5 -0.7
C 1.898585 -2.023817 4.749604 -0.1 0.0 0.0
C -2.223387 -0.818097 1.695690 -0.1 0.1 0.1
C 3.979581 0.299066 -1.426431 0.2 -0.2 0.1
C 1.835623 -4.145749 -0.969666 0.7 0.7 -0.4
C 0.748803 -4.934214 -0.651313 -0.7 -0.3 0.1
H -3.613208 -0.242520 -0.767434 -0.1 0.0 0.0
H 3.604090 2.759724 0.066023 -0.1 -0.1 0.1
H 1.791364 -0.112898 5.740617 0.1 -0.1 -0.1
H -1.094284 5.087084 0.909920 -0.1 0.0 0.0
H 2.531236 -2.154509 -1.421090 0.3 0.1 0.0
H 0.756719 -2.633723 1.605449 0.0 0.1 0.4
H 1.559147 -1.700278 -5.579195 -0.5 0.2 -0.3
H -1.617983 1.122802 3.865244 0.1 0.2 -0.1
H -2.657553 -0.944856 -3.821638 0.2 0.2 0.6
H 0.767835 1.058958 3.830282 -0.1 -0.3 0.1
H 3.541253 -1.351758 1.274008 -0.1 0.0 -0.1
H 4.630253 0.023191 1.428462 -0.1 0.1 -0.2
H -0.382912 0.903556 -6.635536 0.2 0.0 0.0
H -1.383435 -4.932194 -0.347819 0.1 0.1 0.0
H 1.883472 -3.767956 3.469102 0.0 0.2 0.1
H -5.635879 -2.487170 2.645868 0.3 0.1 -0.1
H 1.043353 1.474907 -6.559665 -0.3 -0.3 -0.1
H -3.867477 0.790418 -2.173643 0.4 -0.1 -0.1
H 4.169752 -0.779729 -1.567380 0.0 0.5 -0.2
H -2.133145 3.370699 4.731541 0.1 0.1 -0.3
H 2.579818 4.772502 -0.890265 -0.1 0.2 -0.2
H -1.621292 -2.476292 -0.574837 0.3 -0.2 0.5
H 2.788264 -4.614697 -1.215761 -0.1 0.1 0.1
H 0.821905 -6.029191 -0.625459 0.1 0.5 0.1
H 1.859969 -2.923936 -4.801180 -1.4 0.2 -0.6
H -3.402207 0.983552 1.444055 0.0 -0.4 0.2
H 1.687616 -0.134292 -2.029461 0.5 -0.5 -1.5
H -2.161436 -2.117430 -2.565543 0.2 0.5 -0.3
H 1.186363 5.610153 -2.824064 -0.1 -0.1 0.0
H -3.517346 -3.820807 2.673235 0.0 0.2 0.0
H 0.920336 -0.382473 -2.193420 0.8 -0.6 -2.2
H -1.839358 5.388555 3.281439 0.1 -0.3 -0.1
H -1.808394 2.004489 -3.546298 -0.3 -0.1 0.2
H -0.763483 2.842982 0.000919 0.2 -0.1 0.4
H 2.198817 2.543103 1.133740 0.1 -0.4 0.1
H -5.543273 -0.086704 1.944984 0.1 -0.2 0.1
H 2.355298 -2.540683 5.597013 -0.1 0.2 -0.3
H 3.584979 0.765079 -2.345670 0.2 -0.3 0.4
H 3.123044 -0.020139 2.321001 -0.3 0.1 -0.3
H -0.965137 -1.410450 -3.714970 -0.3 -0.1 0.5
H 4.935130 0.788467 -1.149185 -0.5 -0.2 0.0
H -1.376837 -2.772195 2.058480 -0.3 0.2 0.1
H -3.136058 1.458819 -0.703993 0.1 -0.1 0.0
H -0.493135 4.019738 -3.875106 0.1 0.1 0.3